{"formula": "C14H24BaN4O5", "method": "the ωB97M-V functional and the def2-TZVPD basis", "gap_ha": [0.11409, 0.11408], "homo_ev": [-3.66, -3.66], "max_force_ev_per_a": 6.26, "elements": ["O", "H", "Ba", "N", "N", "O", "O", "C", "C", "C", "C", "H", "H", "H", "H", "H", "H", "H", "H", "O", "H", "H", "C", "H", "H", "H", "O", "H", "H", "N", "C", "C", "C", "C", "C", "C", "C", "C", "N", "C", "H", "H", "H", "H", "H", "H", "H", "H"], "xyz": [[2.171649, -1.993178, 0.775214], [2.282776, -3.962902, 0.426986], [0.752353, 0.954753, -0.345594], [0.395970, -0.395989, -2.777657], [-1.536276, -0.409952, -1.229391], [1.407411, -0.149570, -3.581994], [-2.737093, -0.155653, -0.484156], [-0.607392, -1.158464, -3.217567], [-1.726506, -1.172388, -2.306278], [-0.626571, -1.887505, -4.517334], [-3.002593, -1.913067, -2.575539], [0.309651, -1.705896, -5.054506], [-1.465288, -1.562731, -5.150808], [-0.742630, -2.970870, -4.365792], [-3.846267, -1.235280, -2.790553], [-3.283444, -2.576049, -1.740476], [-2.890449, -2.554175, -3.458268], [2.009550, 0.817066, -2.786932], [-3.389184, -0.785778, -0.874664], [-1.574367, 2.115364, 0.184238], [-1.876147, 3.038662, 0.187503], [-2.323340, 1.520830, -0.077900], [2.461959, -3.409680, 1.394948], [3.481670, -3.148890, 1.726697], [2.700744, -4.496426, 1.724581], [1.635929, -3.351597, 2.119169], [2.259006, 1.498391, -1.943206], [2.971925, -1.780916, 0.243712], [3.012762, 2.089427, -2.149606], [-0.442683, 0.977523, 2.624607], [0.431141, 1.621883, 3.491921], [0.590665, 1.234851, 4.822824], [1.463715, 1.953269, 5.663114], [2.186430, 3.040016, 5.187097], [2.100243, 3.433415, 3.823203], [2.832354, 4.506207, 3.262276], [2.738383, 4.761937, 1.904521], [1.935409, 3.932304, 1.104296], [1.227286, 2.902064, 1.609117], [1.246450, 2.682644, 2.954002], [-0.994356, 0.242631, 3.050465], [-0.984507, 1.562825, 1.970678], [0.014417, 0.389164, 5.205723], [1.564763, 1.650257, 6.705798], [2.849461, 3.610318, 5.842554], [3.463748, 5.102893, 3.920318], [3.278883, 5.580609, 1.433682], [1.845460, 4.092263, 0.021786]], "atomic_forces_ev_per_a": [[-0.87, 5.70, -2.42], [-0.15, 0.95, -0.42], [-0.93, -2.29, 2.28], [-0.90, -0.64, -1.84], [-1.64, -0.96, -1.45], [-0.26, 0.02, 0.66], [-0.23, -1.46, -0.70], [1.95, 0.70, 0.39], [0.55, 1.69, 2.49], [0.02, -0.14, -0.32], [-0.20, -0.23, -0.43], [-0.22, -0.03, 0.16], [0.21, -0.02, 0.08], [0.11, 0.23, -0.02], [0.26, -0.12, 0.10], [0.16, 0.26, -0.14], [-0.01, 0.20, 0.28], [0.15, -0.22, -0.22], [0.19, 0.86, 0.81], [-1.01, 0.61, -0.12], [-0.02, -0.53, -0.03], [0.41, 0.45, 0.13], [0.75, -4.97, 1.15], [0.27, 0.58, -0.10], [0.33, -1.82, 1.38], [-0.22, 0.46, -0.07], [2.23, 1.33, -2.09], [-0.46, -0.13, 0.25], [-0.65, -0.79, -0.10], [-0.30, 0.09, -0.30], [0.14, -0.09, 0.36], [-0.13, 0.41, -0.83], [0.56, 0.64, -0.31], [-0.16, -0.22, 0.36], [-0.44, -0.58, 0.03], [-0.15, -0.14, -0.48], [0.09, 0.12, 0.36], [-0.74, -1.18, 0.81], [0.37, 1.52, -0.22], [0.45, 0.09, 0.19], [0.12, 0.15, -0.13], [0.46, -0.37, 0.66], [0.18, 0.30, -0.10], [-0.01, 0.11, -0.29], [-0.24, -0.25, -0.13], [-0.10, -0.08, -0.24], [-0.08, -0.16, 0.20], [0.16, -0.06, 0.40]]}